Record 1
{"formula": "C3Cl2O3", "method": "wB97M-V/def2-TZVPD", "molar_mass_da": 154.94, "total_energy_ha": -1260.38727, "elements": ["O", "C", "O", "C", "Cl", "C", "Cl", "O"], "xyz": [[-0.55372, 2.50964, -0.16378], [-0.37451, 1.32143, -0.06080], [0.97034, 0.78021, 0.24174], [0.79977, -0.54337, 0.21685], [2.23596, -1.51159, 0.26614], [-0.49686, -0.77322, -0.02734], [-1.36023, -2.12132, -0.46205], [-1.22076, 0.33822, -0.01076]], "forces_ev_per_a": [[0.094, -2.550, -0.057], [2.836, 4.431, 1.349], [-1.723, 1.975, -0.421], [-0.003, -1.184, -0.657], [-1.251, 0.449, -0.020], [1.637, -3.091, 0.526], [-0.301, -1.208, -0.028], [-1.288, 1.177, -0.694]], "mulliken_charge": [-0.485, 0.674, -0.311, 0.378, -0.126, 0.277, -0.156, -0.250]}

=====

Record 2
{"formula": "C3Cl2OS2", "method": "wB97M-V/def2-TZVPD", "molar_mass_da": 187.07, "total_energy_ha": -1906.27674, "elements": ["C", "C", "C", "O", "S", "S", "Cl", "Cl"], "xyz": [[0.85230, -0.65371, 0.17577], [-0.41224, -0.34064, 0.46432], [-0.99175, 0.75637, -0.43512], [-1.85585, 1.64592, -0.17552], [0.11205, 1.08446, -1.85605], [1.70848, -0.30839, -1.23205], [2.08301, -1.48540, 1.22672], [-1.49601, -0.69861, 1.83192]], "forces_ev_per_a": [[1.416, -1.591, 2.130], [-2.295, 1.568, 0.040], [-0.790, 3.287, 1.112], [2.809, -4.226, -0.994], [0.488, -1.282, 0.650], [-1.506, 1.846, -1.415], [-1.721, 0.369, -0.467], [1.599, 0.030, -1.056]], "mulliken_charge": [0.526, -0.050, 0.519, -0.512, -0.104, -0.093, -0.169, -0.116]}

=====

Record 3
{"formula": "C3ClF5OS", "method": "wB97M-V/def2-TZVPD", "molar_mass_da": 214.54, "total_energy_ha": -1547.15622, "elements": ["C", "C", "C", "O", "F", "F", "F", "F", "F", "S", "Cl"], "xyz": [[-0.66023, 0.25065, -0.44824], [-1.70021, -0.58527, -0.37022], [1.95384, 0.56786, 0.56516], [1.04890, -1.82404, -0.34371], [-0.73254, 1.54892, -0.66102], [-2.97587, -0.22601, -0.26822], [-1.58637, -1.84976, -0.36338], [1.88060, 1.95411, 0.32974], [1.63628, 0.20183, 1.80187], [1.07284, -0.44139, -0.75208], [3.54152, 0.12217, 0.30396]], "forces_ev_per_a": [[1.099, -1.545, -0.405], [-0.316, 2.105, 0.128], [-0.555, 1.258, -0.284], [0.339, -1.008, 0.596], [-0.431, 0.671, 0.180], [0.622, 0.217, -0.167], [0.060, -1.827, 0.183], [-0.755, -2.014, 0.774], [-0.879, 0.836, 0.113], [-1.878, 1.901, -0.732], [2.693, -0.595, -0.385]], "mulliken_charge": [0.116, 0.546, 0.615, -0.517, -0.240, -0.218, -0.152, -0.217, -0.187, 0.376, -0.122]}

=====

Record 4
{"formula": "C3H10B2KNO4", "method": "wB97M-V/def2-TZVPD", "molar_mass_da": 184.84, "total_energy_ha": -1125.72819, "elements": ["C", "C", "O", "B", "O", "N", "C", "B", "O", "O", "H", "H", "H", "H", "H", "H", "H", "H", "H", "H", "K"], "xyz": [[-0.28812, 1.12938, 1.59686], [-1.50909, 0.20043, 1.53100], [-1.22798, -1.12605, 1.19643], [-1.11030, -1.33406, -0.22241], [-1.78366, -2.49889, -0.67993], [-0.45847, -0.46003, -1.07960], [1.00717, -0.66311, -0.96386], [1.61489, 0.49303, -1.83692], [1.38113, 1.79147, -1.44232], [2.34674, 0.24861, -2.99911], [-0.42998, 1.87824, 2.38061], [0.61792, 0.56767, 1.75694], [-0.17516, 1.60740, 0.64113], [-2.26393, 0.66127, 0.90853], [-1.92984, 0.14892, 2.55360], [-1.09662, -3.13461, -0.89657], [1.32880, -1.62017, -1.38812], [1.39753, -0.57456, 0.06248], [2.06901, 2.37638, -1.77355], [1.76411, 0.39140, -3.75372], [-1.25413, -0.08269, 4.40854]], "forces_ev_per_a": [[-0.671, -0.281, 0.017], [0.750, 0.081, 0.712], [-0.577, -0.007, 0.474], [-0.023, 0.351, -1.610], [-0.047, -0.401, 1.174], [0.444, -0.569, 0.552], [-0.269, 1.103, -0.465], [-0.429, -0.467, 0.485], [0.410, 0.279, 0.354], [-0.105, 0.104, -0.278], [0.105, 0.291, 0.099], [0.380, -0.271, 0.259], [0.188, 0.293, -0.414], [-0.270, -0.023, -0.311], [-0.754, 0.213, -1.319], [-0.161, -0.015, -0.513], [0.146, -0.289, 0.159], [0.210, -0.234, 0.321], [-0.195, 0.099, -0.358], [0.255, 0.051, -0.130], [0.612, -0.308, 0.793]], "mulliken_charge": [-1.207, -0.363, -0.558, 0.465, -0.589, -0.445, -0.447, 0.549, -0.496, -0.574, 0.462, 0.373, 0.157, 0.290, 0.368, 0.259, 0.103, 0.089, 0.283, 0.304, 0.976]}